[1]
Density functional theory data (ωB97M-V with the def2-TZVPD basis set) for a gas-phase ion, CHF3N3 (charge +1) at a distorted geometry.

```
8
Properties=species:S:1:pos:R:3
F 2.542 0.271 0.066
C 1.588 -0.523 0.123
N 0.840 -1.470 -0.130
N 0.110 -0.320 0.492
N -0.978 0.221 0.080
F -1.259 1.422 0.706
F -0.874 0.813 -1.375
H -1.969 -0.414 0.038
```

The SMILES is FC1=NN1[NH+](F)F. As for the lowest unoccupied orbital energy: -6.34 eV. Its orbital gap is 10.62 eV. Its energy above the lowest of the compared OMol25 structures with the same formula, charge and spin is 399.5 kJ/mol. The value obtained for the highest occupied orbital energy is -16.957 eV. Its total charge is +1.

---

[2]
Density functional theory data (ωB97M-V with the def2-TZVPD basis set) for a molecular structure, CHF3NO6S2Y at a distorted geometry.

```
15
Properties=species:S:1:pos:R:3
N 1.032 0.399 0.884
S 2.372 1.523 0.039
O 1.803 2.858 0.386
O 3.537 1.179 0.906
S 0.213 -0.564 0.097
O -0.217 -0.170 -1.423
O -1.059 -1.030 0.745
C 1.082 -2.167 -0.345
F 2.082 -1.891 -1.162
F 1.553 -2.669 0.782
F 0.258 -3.024 -0.908
O -1.362 0.752 -1.328
Y -2.907 0.288 0.190
O -4.290 1.813 0.421
H -4.096 2.703 0.714
```

As for the lowest unoccupied orbital energy: -2.98 eV. Its orbital gap is 5.06 eV. The value obtained for the highest occupied orbital energy is -8.040 eV.

---

[3]
Density functional theory data (ωB97M-V with the def2-TZVPD basis set) for a molecular structure, CHF3O at a distorted geometry.

```
6
Properties=species:S:1:pos:R:3
C 0.296 0.021 0.077
O -0.978 0.432 0.155
F 0.987 0.498 -0.931
F 0.844 0.780 1.070
F -1.770 -0.747 -0.508
H 0.621 -0.983 0.136
```

As for the lowest unoccupied orbital energy: -2.02 eV. Its orbital gap is 11.32 eV. Its energy above the lowest of the compared OMol25 structures with the same formula, charge and spin is 453.3 kJ/mol. The value obtained for the highest occupied orbital energy is -13.331 eV.